Entry from the OMol25 dataset: C3H5N3S2 in the gas phase (wB97M-V/def2-TZVPD).

Output
F_max = 0.0881 Eh/bohr
Kohn-Sham gap = 7.6 eV

Structure (XYZ):
```
13
Properties=species:S:1:pos:R:3:forces:R:3
C -2.774 0.521 0.040 0.877 -1.157 -1.561
C 0.152 -1.067 -0.020 -4.006 -0.211 -0.960
C 1.270 -0.138 0.071 1.000 -0.151 -0.410
H -3.531 -1.414 0.187 0.297 0.034 0.073
H -4.710 -0.169 0.773 3.716 -0.893 -2.434
H -3.078 1.532 0.039 -0.722 0.950 0.294
H 0.435 -2.052 -0.123 1.124 -2.116 0.429
H 2.401 1.759 -0.072 0.126 0.103 0.164
N -3.769 -0.437 0.147 -2.659 1.840 2.548
N -1.518 0.389 -0.333 -2.136 -1.808 1.822
N -1.166 -1.014 -0.218 3.497 2.839 -0.011
S 1.081 1.560 0.027 -0.610 0.560 -0.076
S 2.779 -0.818 0.065 -0.505 0.010 0.123
```
Positions in Å, forces in eV/Å.